1.
Molecular formula: C20H18N2O5
Method: DFT, the ωB97M-V functional and the def2-TZVPD basis

Geometry as XYZ:
```
45
Properties=species:S:1:pos:R:3:forces:R:3
O -3.947783 -2.234423 0.208302 -0.3 0.0 0.0
C -2.834473 -1.882636 -0.119913 0.2 0.1 -0.2
C -2.587674 -1.004711 -1.329945 -0.3 0.2 0.0
C -3.586555 0.154289 -1.358104 0.1 0.0 0.1
C -3.403547 1.083901 -0.155893 -0.3 0.0 -0.2
N -2.017942 1.460800 0.039536 -0.4 0.0 -0.1
C -1.231235 2.078197 -0.923381 0.0 0.1 0.0
O -1.609122 2.437774 -2.009018 0.0 0.0 -0.1
C 0.118478 2.192943 -0.315138 0.4 -0.1 0.5
C 1.291332 2.713807 -0.819449 -0.1 0.0 0.0
C 2.410298 2.703634 0.008632 0.0 0.1 -0.1
C 2.345647 2.196472 1.297290 0.0 0.0 0.1
C 1.160994 1.671217 1.803651 -0.2 0.1 -0.1
C 0.056725 1.669479 0.978129 0.4 0.3 -0.4
C -1.321410 1.173105 1.204764 0.0 -0.1 0.2
O -1.787837 0.624777 2.171061 0.1 0.0 0.1
N -1.762942 -2.266732 0.635882 -0.1 -0.4 0.5
C -0.402979 -1.952061 0.558252 0.5 0.2 -0.2
C 0.293632 -1.723196 1.745882 0.0 0.0 -0.1
C 1.626435 -1.374121 1.719250 0.1 -0.2 -0.3
C 2.299640 -1.242635 0.511032 0.0 0.0 -0.1
C 1.630657 -1.551908 -0.674708 0.1 0.0 0.1
C 0.290662 -1.915147 -0.645369 0.1 0.0 0.1
O 2.259868 -1.529392 -1.892265 -0.4 0.0 0.1
C 3.665907 -1.490997 -1.789325 0.5 0.2 0.3
C 4.085611 -0.454696 -0.748235 0.0 0.0 -0.6
O 3.606672 -0.822110 0.526018 -0.2 -0.2 0.3
H -2.726095 -1.615765 -2.224536 0.1 0.0 0.0
H -1.573295 -0.611198 -1.331295 -0.1 -0.1 -0.1
H -3.446461 0.720679 -2.279258 -0.1 -0.1 0.0
H -4.602859 -0.238677 -1.331355 0.0 0.0 0.0
H -4.002912 1.988476 -0.295957 0.0 -0.1 0.1
H -3.716019 0.584720 0.764871 0.0 0.1 -0.1
H 1.332190 3.115109 -1.820244 0.0 0.0 -0.1
H 3.343337 3.109060 -0.355537 0.1 0.0 0.0
H 3.229752 2.205986 1.916447 0.1 0.0 0.1
H 1.098782 1.284531 2.807810 0.0 -0.1 0.1
H -2.046774 -2.693632 1.510980 -0.1 0.0 -0.2
H -0.226351 -1.792561 2.688189 -0.1 0.1 0.1
H 2.172267 -1.187126 2.629545 0.1 0.1 0.1
H -0.170323 -2.194779 -1.577654 -0.1 0.0 -0.1
H 4.046855 -2.477632 -1.492250 0.0 0.1 -0.1
H 4.042233 -1.234593 -2.780365 0.0 0.0 0.1
H 3.675298 0.524623 -1.032049 0.1 -0.1 0.0
H 5.171439 -0.391258 -0.664935 -0.1 0.0 -0.1
```
Forces are in eV/Å.

The LUMO energy comes out at -0.4 eV. The value obtained for the total energy is -34251.3319 eV. The total charge is 0. The calculation puts the energy above the lowest of the compared OMol25 structures with the same formula, charge and spin at 3.2 kcal per mole. The molar mass is 366.37 u.

Charges per atom according to Mulliken partitioning, unit e:
1 O -0.688
2 C 0.458
3 C -0.282
4 C -1.001
5 C -0.994
6 N 0.242
7 C 0.072
8 O -0.634
9 C 0.362
10 C -0.433
11 C -0.686
12 C -0.554
13 C -0.509
14 C 0.782
15 C 0.019
16 O -0.640
17 N -0.079
18 C 0.480
19 C -0.563
20 C -1.120
21 C 0.608
22 C 0.441
23 C -0.392
24 O -0.468
25 C -0.601
26 C -0.191
27 O -0.464
28 H 0.419
29 H 0.043
30 H 0.491
31 H 0.436
32 H 0.346
33 H 0.511
34 H 0.501
35 H 0.456
36 H 0.410
37 H 0.621
38 H 0.256
39 H 0.288
40 H 0.455
41 H 0.513
42 H 0.285
43 H 0.378
44 H 0.034
45 H 0.392

***

2.
Molecular formula: C17H18Cl3N5O7P2PdS
Method: DFT, the ωB97M-V functional and the def2-TZVPD basis

Geometry as XYZ:
```
54
Properties=species:S:1:pos:R:3:forces:R:3
Pd 0.218155 0.634855 -0.830612 0.4 -0.9 -0.3
N -2.843732 -3.180093 -1.586170 -0.2 -0.3 -0.1
C -2.183818 -2.052074 -1.328242 0.3 0.5 0.0
S -3.095750 -0.711329 -2.032154 0.0 -0.1 0.2
N -1.085367 -2.212208 -0.623556 -0.1 -0.8 0.0
N -0.251077 -1.347232 -0.185262 0.2 0.6 0.5
C 0.849348 -1.963904 0.551109 -0.1 0.2 -0.3
C 0.604935 -3.077190 1.420280 -0.2 -0.1 0.1
C 1.548519 -4.113553 1.563867 0.0 0.0 -0.1
C 1.294063 -5.191274 2.389091 0.0 0.0 0.0
C 0.097156 -5.270621 3.091837 0.0 0.0 0.0
C -0.857483 -4.269122 2.945984 0.0 0.0 0.0
C -0.614231 -3.192438 2.118056 0.0 0.1 0.0
C 2.097625 -1.374373 0.251899 0.0 0.1 -0.1
C 3.292315 -1.616482 0.957320 0.1 -0.1 0.0
C 4.461032 -1.024272 0.539542 0.1 0.0 0.1
C 4.458772 -0.168060 -0.561729 0.1 0.0 0.0
C 3.247268 0.122556 -1.150376 -0.2 -0.1 -0.1
N 2.110927 -0.454661 -0.756050 0.0 0.4 0.0
H -3.678567 -3.204112 -2.152354 0.0 -0.1 0.0
H -2.460850 -4.050462 -1.243648 0.0 0.0 0.0
H 2.454912 -4.105175 0.972885 0.0 0.0 0.0
H 2.024174 -5.986632 2.469609 0.0 0.0 0.0
H -0.093427 -6.112679 3.744784 0.0 0.0 0.0
H -1.792828 -4.328457 3.489502 0.1 0.0 0.0
H -1.353966 -2.402610 2.047535 0.0 -0.1 0.0
H 3.273904 -2.242762 1.836357 0.0 0.0 0.0
H 5.382247 -1.212697 1.076974 0.0 0.0 0.0
H 5.368854 0.286695 -0.926893 0.0 0.0 0.0
H 3.167070 0.833615 -1.962496 0.0 0.0 0.0
C -1.696297 2.544636 0.883118 -0.2 0.3 0.1
C -0.722447 3.549182 0.270108 0.3 0.0 -0.2
O -1.264583 4.809068 0.555828 0.2 -0.1 0.0
P 0.970672 3.239175 0.943434 -0.1 -0.2 -0.1
O 0.877580 3.795020 2.396900 0.0 -0.2 0.2
O 1.860283 4.254080 0.131739 0.1 0.1 -0.1
O 1.370595 1.803088 0.793321 -0.4 0.2 -0.1
P -0.534985 3.352711 -1.583581 -0.1 0.5 0.0
O -0.421587 4.847938 -2.014829 0.1 -0.1 -0.2
O -1.986010 2.948982 -2.149306 -0.1 -0.2 0.0
O 0.521366 2.432929 -2.102540 -0.3 0.1 0.5
H -1.800467 2.802487 1.936286 0.0 0.0 0.0
H -1.378584 1.511691 0.833300 0.1 -0.3 -0.1
H -2.673962 2.647863 0.415707 0.0 0.0 0.0
H -0.677572 5.533731 0.298647 0.0 0.0 -0.1
H 1.456328 3.426000 3.081669 0.0 0.0 -0.1
H 2.707468 3.941401 -0.216213 0.0 0.0 0.0
H -0.277722 5.054562 -2.952574 0.0 0.0 0.1
Cl -3.820592 0.947354 -4.582390 0.0 -0.1 -0.1
C -3.923245 1.969181 -3.145488 0.1 0.1 0.1
Cl -4.175015 3.627498 -3.662036 0.1 0.0 0.1
Cl -5.275711 1.496649 -2.110054 -0.1 0.0 0.1
C -2.613146 1.768215 -2.320549 -0.2 0.2 -0.2
N -2.162548 0.683311 -1.827588 0.2 0.2 -0.1
```
Forces are in eV/Å.

The LUMO energy (spin up / spin down) comes out at -5.6 / -8.0 eV. Its spin multiplicity is 5. The value obtained for the total energy is -110150.5211 eV. The total charge is +2. The calculation puts the energy above the lowest of the compared OMol25 structures with the same formula, charge and spin at 6.3 kcal per mole. The molar mass is 711.15 u.

Charges per atom according to Mulliken partitioning, unit e:
1 Pd 0.309
2 N -0.372
3 C 0.599
4 S -0.166
5 N -1.041
6 N 0.919
7 C -0.874
8 C 0.854
9 C -0.304
10 C -0.843
11 C -0.424
12 C -0.708
13 C -0.386
14 C 1.112
15 C -0.698
16 C -0.528
17 C -0.757
18 C -0.240
19 N -0.326
20 H 0.199
21 H 0.252
22 H 0.663
23 H 0.411
24 H 0.423
25 H 0.415
26 H 0.429
27 H 0.686
28 H 0.477
29 H 0.444
30 H 0.534
31 C -1.673
32 C 0.966
33 O -0.545
34 P 0.466
35 O -0.472
36 O -0.511
37 O -0.252
38 P 0.585
39 O -0.471
40 O -0.097
41 O -0.544
42 H 0.477
43 H 0.419
44 H 0.406
45 H 0.454
46 H 0.399
47 H 0.374
48 H 0.421
49 Cl -0.059
50 C 0.519
51 Cl -0.077
52 Cl -0.055
53 C 0.314
54 N -0.103

***

3.
Molecular formula: C37H35ClN2S2Si2Zr
Method: DFT, the ωB97M-V functional and the def2-TZVPD basis

Geometry as XYZ:
```
80
Properties=species:S:1:pos:R:3:forces:R:3
C -0.854147 -0.338950 1.402910 -0.5 -0.7 -0.2
C -1.617917 0.261075 0.350946 -0.3 -1.2 0.1
C -1.638494 -0.657264 -0.754577 -0.6 -0.3 0.1
H -2.209187 1.171630 0.422510 0.4 -0.2 -0.1
C -0.845660 -1.798450 -0.403417 -0.8 0.1 0.9
C -0.366507 -1.603377 0.934916 -1.4 0.0 0.0
H 0.158926 -2.350124 1.527877 0.0 0.4 -0.2
H -0.771461 0.042904 2.424877 0.3 0.0 -0.5
H -2.240281 -0.561468 -1.657733 0.3 -0.2 0.3
H -0.721220 -2.688921 -1.022901 0.1 0.4 0.1
Zr 0.595326 0.040168 -0.478801 2.2 1.7 -1.3
Si 1.565634 0.236614 -6.947527 -0.2 0.0 -0.6
C 1.394832 1.763307 -7.993659 0.3 0.6 -0.1
C 2.414860 2.178672 -8.883212 -0.7 0.4 0.0
H 3.393757 1.682917 -8.868391 -0.4 0.2 -0.1
C 2.158443 3.217138 -9.796876 0.2 -0.1 0.1
H 2.929371 3.509141 -10.519391 -0.3 -0.1 0.3
C 0.935114 3.900313 -9.782807 -0.3 -0.2 0.6
H 0.741395 4.728000 -10.478831 0.2 -0.4 0.4
C -0.048080 3.532681 -8.842859 0.2 0.0 -0.2
H -0.983474 4.099346 -8.757237 0.4 -0.3 -0.3
C 0.160262 2.440472 -7.992567 0.3 0.3 -0.3
H -0.653535 2.125007 -7.326694 0.4 0.1 -0.3
C 1.711543 -1.170697 -8.170465 0.7 -0.4 -0.6
C 0.890030 -1.112379 -9.326941 -0.2 -0.2 0.5
H 0.420996 -0.158061 -9.620431 0.0 -0.6 0.3
C 0.649922 -2.262978 -10.083934 0.3 -0.1 -0.1
H -0.100381 -2.240168 -10.881897 0.4 0.0 0.2
C 1.357204 -3.448767 -9.819359 0.0 0.6 0.5
H 1.151286 -4.355487 -10.397836 0.2 0.4 0.2
C 2.332322 -3.440080 -8.806465 0.0 -0.1 -0.2
H 2.927180 -4.344868 -8.637714 -0.2 0.4 -0.1
C 2.535581 -2.305110 -8.001359 -0.7 -0.1 -0.1
H 3.325917 -2.284626 -7.236742 -0.5 -0.2 -0.2
H 0.215583 0.149703 -6.336082 0.1 -0.1 0.2
Si 0.260446 0.237162 -3.156456 -1.3 -0.4 -0.2
C -0.264937 -1.357469 -3.963089 0.4 -0.3 -0.4
C -1.448172 -1.381100 -4.730538 0.1 -0.2 0.4
H -1.857240 -0.443051 -5.116283 0.0 -0.3 0.3
C -2.087214 -2.596110 -4.997666 0.1 0.2 0.0
H -3.045542 -2.583240 -5.513212 0.3 -0.1 0.0
C -1.525369 -3.800505 -4.577511 0.2 0.2 0.2
H -2.048962 -4.740540 -4.760607 0.2 0.3 0.1
C -0.281242 -3.789116 -3.934411 0.0 0.0 0.0
H 0.171138 -4.732955 -3.630546 0.0 0.2 -0.2
C 0.364028 -2.581080 -3.653656 -0.5 0.0 0.1
H 1.358663 -2.591417 -3.192149 -0.3 0.0 0.0
C -0.762190 1.664214 -3.772613 0.1 0.4 0.2
C -2.103028 1.818235 -3.349709 0.3 0.3 -0.3
H -2.565500 1.116956 -2.653500 0.1 0.2 -0.2
C -2.868478 2.883925 -3.821067 0.1 -0.1 0.1
H -3.882480 2.994878 -3.445746 0.1 0.0 -0.2
C -2.329370 3.799636 -4.731931 0.3 -0.2 0.1
H -2.930500 4.634005 -5.097732 0.2 -0.3 0.1
C -1.006989 3.642534 -5.156432 0.1 0.2 0.1
H -0.567173 4.337197 -5.874027 -0.2 -0.2 0.2
C -0.214666 2.606656 -4.658036 -0.2 -0.1 0.1
H 0.827249 2.501788 -4.987621 -0.5 0.2 0.1
H 2.562527 0.284514 -5.814712 -0.1 -0.1 -0.6
Cl 2.302436 0.655654 -3.111201 0.2 -0.1 0.7
C -0.717754 3.480161 0.112077 0.0 0.2 0.0
C 0.333396 2.946385 1.012447 1.0 -0.5 0.8
N 1.061787 1.851597 0.767493 0.0 1.0 0.8
C 1.980029 1.568839 1.811541 -1.6 1.9 0.5
C 1.887305 2.466957 2.850831 0.1 -0.7 -0.9
S 0.692375 3.693298 2.554389 0.6 -1.3 -1.0
C 2.664128 0.304774 1.802958 0.6 -2.4 0.4
C 3.370419 -0.283188 2.832203 -0.5 0.5 -0.9
S 3.734742 -1.946942 2.506788 -0.8 1.2 -1.0
C 2.876378 -1.815175 0.991220 0.0 1.1 0.7
N 2.375426 -0.599210 0.752656 1.0 -0.8 0.9
C 2.660940 -2.987215 0.109099 0.2 -0.4 0.1
H -1.668956 3.484611 0.654345 0.0 0.1 -0.2
H -0.481398 4.519701 -0.160268 -0.1 -0.3 0.0
H -0.803300 2.880948 -0.803951 0.0 0.2 0.1
H 2.460717 2.343191 3.758999 -0.2 0.5 0.1
H 3.593010 0.247378 3.746489 0.3 -0.4 0.1
H 3.338448 -3.784787 0.446695 -0.2 0.1 -0.4
H 1.633391 -3.376672 0.200398 0.3 0.2 -0.1
H 2.864740 -2.728833 -0.939490 0.0 -0.2 0.3
```
Forces are in eV/Å.

The LUMO energy (spin up / spin down) comes out at -6.9 / -6.9 eV. The value obtained for the total energy is -93133.7834 eV. The total charge is +2. The calculation puts the energy above the lowest of the compared OMol25 structures with the same formula, charge and spin at 16.6 kcal per mole. The molar mass is 754.68 u.

Charges per atom according to Mulliken partitioning, unit e:
1 C -0.662
2 C -0.575
3 C -0.361
4 H 0.688
5 C -0.699
6 C -0.648
7 H 0.754
8 H 0.555
9 H 0.988
10 H 0.615
11 Zr 0.242
12 Si 0.886
13 C 0.111
14 C -0.441
15 H 0.366
16 C -0.564
17 H 0.381
18 C -0.558
19 H 0.379
20 C -0.697
21 H 0.396
22 C -0.134
23 H 0.635
24 C 0.571
25 C -0.442
26 H 0.286
27 C -0.576
28 H 0.373
29 C -0.490
30 H 0.395
31 C -0.421
32 H 0.367
33 C -0.527
34 H 0.324
35 H -0.115
36 Si 0.106
37 C 1.480
38 C -0.242
39 H 0.319
40 C -0.674
41 H 0.457
42 C -0.615
43 H 0.428
44 C -0.563
45 H 0.475
46 C -1.029
47 H 0.447
48 C 1.076
49 C 0.136
50 H 0.160
51 C -0.806
52 H 0.455
53 C -0.771
54 H 0.437
55 C -0.596
56 H 0.579
57 C -0.660
58 H 0.500
59 H -0.298
60 Cl -0.398
61 C -1.065
62 C 0.716
63 N -0.373
64 C 0.035
65 C -0.457
66 S -0.080
67 C 0.124
68 C -0.570
69 S -0.056
70 C 0.542
71 N -0.268
72 C -0.997
73 H 0.403
74 H 0.474
75 H 0.015
76 H 0.408
77 H 0.398
78 H 0.486
79 H 0.233
80 H 0.224

***

Question: Which value of molar mass does entry 3 give?
Answer: 754.68 u